The following is a quantum chemistry calculation of 2 unconnected molecules or ions with the total composition BrH2O2PS at a distorted geometry, from the OMol25 dataset.

Geometry as XYZ:
```
7
Properties=species:S:1:pos:R:3:forces:R:3:mulliken_charge:R:1
O -0.76716 1.30391 -1.59467 0.145 0.424 -0.143 -0.48
P -0.74540 -0.10664 -1.26099 -0.671 -1.492 0.892 0.78
S -2.08843 -1.24590 -0.46688 1.278 0.801 -0.805 -0.23
Br 1.18482 -1.02197 -1.85145 -0.729 0.234 0.235 -0.09
O 0.45783 0.23348 1.63570 -0.455 0.179 -0.312 -0.62
H 0.74351 1.15070 1.69938 0.114 -0.089 0.048 0.32
H 1.21483 -0.31357 1.83890 0.317 -0.056 0.084 0.31
```
Positions in Å, forces in eV/Å.

Results
* relative energy (zero: lowest compared OMol25 entry of this formula, charge and spin): 28.8 kcal per mole
* LUMO level: -0.735 eV
* SMILES: O=P(=S)Br.O
* HOMO energy: -0.370 Ha
* gap between HOMO and LUMO: 9.3 eV

The following is a quantum chemistry calculation of 2 unconnected molecules or ions with the total composition BrH2O2PS at a distorted geometry, from the OMol25 dataset.

Geometry as XYZ:
```
7
Properties=species:S:1:pos:R:3:forces:R:3:mulliken_charge:R:1
O 1.01036 -0.76489 -1.88605 -0.588 0.509 -0.934 -0.47
P 1.09317 -0.61172 -0.45230 1.292 -1.244 2.174 0.75
S 1.28679 -1.94660 0.90790 -0.413 0.689 -0.668 -0.25
Br 1.74006 1.34329 0.26018 -0.273 0.013 -0.346 -0.06
O -1.60693 0.30423 0.47960 1.392 -1.401 -2.502 -0.60
H -1.50677 0.78435 -0.36524 -0.323 -0.245 0.611 0.34
H -2.01669 0.89134 1.05589 -1.088 1.679 1.665 0.29
```
Positions in Å, forces in eV/Å.

Results
* relative energy (zero: lowest compared OMol25 entry of this formula, charge and spin): 33.6 kcal per mole
* LUMO level: -1.232 eV
* SMILES: O=P(=S)Br.O
* HOMO energy: -0.365 Ha
* gap between HOMO and LUMO: 8.7 eV

The following is a quantum chemistry calculation of 2 unconnected molecules or ions with the total composition BrH2OPS at a distorted geometry, from the OMol25 dataset.

Geometry as XYZ:
```
6
Properties=species:S:1:pos:R:3:forces:R:3:mulliken_charge:R:1
O 0.77667 2.09266 -0.53420 0.081 2.390 1.480 -0.35
P 0.81454 0.73341 -0.97542 -0.098 -3.003 -1.943 0.39
S 1.28997 -0.65636 0.55461 -0.033 -1.126 -0.226 -0.27
H 1.02140 -1.84819 -0.18162 0.269 1.726 0.630 0.23
Br -2.46046 -0.74547 0.37425 1.801 2.237 0.704 -0.18
H -1.44212 0.42396 0.76238 -2.020 -2.223 -0.646 0.19
```
Positions in Å, forces in eV/Å.

Results
* relative energy (zero: lowest compared OMol25 entry of this formula, charge and spin): 27.9 kcal per mole
* LUMO level: -0.747 eV
* SMILES: O=PS.Br
* HOMO energy: -0.364 Ha
* gap between HOMO and LUMO: 9.1 eV

| no. | E_tot (eV) |
| --- | --- |
| 1 | -94295.085 |
| 2 | -94294.877 |
| 3 | -92246.303 |